{
  "formula": "C2H3INO3",
  "method": "wB97M-V/def2-TZVPD",
  "charge": 1,
  "e_homo_ev": [-14.5335, -14.5329],
  "homo_lumo_gap_ev": [8.07, 8.07],
  "de_lowest_ev": 0.189,
  "elements": ["C", "C", "N", "O", "O", "O", "I", "H", "H", "H"],
  "coordinates": [[-0.621, -0.524, 2.040], [-0.597, 0.282, 0.763], [0.550, -0.363, -1.247], [-0.838, 1.526, 0.539], [0.148, -0.442, -0.001], [-0.141, -1.608, 2.218], [-2.176, 2.717, 1.458], [-1.058, -0.027, 2.857], [0.731, -1.304, -1.626], [0.857, 0.446, -1.787]],
  "nbo_charge": [0.32, 0.70, -0.49, -0.61, -0.20, -0.35, 0.64, 0.15, 0.42, 0.42]
}

{
  "formula": "C2H3InN",
  "method": "wB97M-V/def2-TZVPD",
  "charge": 3,
  "e_homo_ev": -24.1208,
  "homo_lumo_gap_ev": 2.19,
  "de_lowest_ev": 0.000,
  "elements": ["In", "C", "C", "N", "H", "H", "H"],
  "coordinates": [[-13.055, 2.388, 7.295], [-7.037, -1.886, 3.335], [-8.129, -1.154, 3.978], [-9.005, -0.618, 4.531], [-7.529, -2.572, 2.646], [-6.435, -2.386, 4.094], [-6.452, -1.110, 2.842]],
  "nbo_charge": [1.55, -0.67, 0.63, 0.22, 0.37, 0.47, 0.44]
}

{
  "formula": "C2H3InO",
  "method": "wB97M-V/def2-TZVPD",
  "s2": 1.001,
  "charge": 1,
  "multiplicity": 2,
  "e_homo_ev": [-15.1189, -14.7009],
  "homo_lumo_gap_ev": [7.16, 6.89],
  "elements": ["C", "C", "O", "In", "H", "H", "H"],
  "coordinates": [[-0.205, 0.841, -0.302], [-0.530, -0.478, 0.048], [1.780, -0.915, 0.485], [1.800, 0.861, -0.110], [-0.997, 1.587, -0.145], [-1.323, -0.674, 0.791], [-0.524, -1.223, -0.766]],
  "lowdin_spin": [0.47, -0.01, 0.59, -0.11, 0.03, 0.02, 0.02]
}

{
  "formula": "C2H3LiO2Rb",
  "method": "wB97M-V/def2-TZVPD",
  "charge": 1,
  "e_homo_ev": [-8.9234, -8.9223],
  "homo_lumo_gap_ev": [3.85, 3.85],
  "de_lowest_ev": 4.466,
  "elements": ["H", "O", "C", "C", "O", "Rb", "Li", "H", "H"],
  "coordinates": [[-0.584, 1.883, -0.287], [0.378, 2.344, -0.075], [0.792, 1.153, 0.302], [-0.284, 0.305, 0.175], [-0.178, -0.883, -0.380], [0.859, -4.254, -0.357], [-1.703, -2.130, -0.325], [1.843, 0.927, 0.182], [-1.122, 0.655, 0.765]],
  "nbo_charge": [0.47, -0.65, 0.10, -0.08, -1.01, 0.96, 0.89, 0.17, 0.15]
}

{
  "formula": "C2H3MgO3",
  "method": "wB97M-V/def2-TZVPD",
  "charge": 1,
  "e_homo_ev": [-11.6069, -11.9894],
  "homo_lumo_gap_ev": [5.67, 6.43],
  "de_lowest_ev": 0.055,
  "elements": ["O", "C", "C", "O", "H", "H", "Mg", "O", "H"],
  "coordinates": [[-1.616, 1.681, 0.122], [-2.401, 0.747, 0.059], [-2.022, -0.641, -0.002], [-0.795, -0.995, 0.130], [3.234, 0.844, -0.139], [-2.763, -1.352, -0.395], [0.660, 0.298, 0.259], [2.603, 0.123, -0.023], [3.099, -0.704, -0.010]],
  "nbo_charge": [-0.64, 0.44, 0.09, -0.90, 0.55, 0.19, 1.79, -1.07, 0.55]
}

{
  "formula": "C2H3N",
  "method": "wB97M-V/def2-TZVPD",
  "s2": 2.010,
  "multiplicity": 3,
  "e_homo_ev": [-7.6778, -12.9474],
  "homo_lumo_gap_ev": [8.86, 7.99],
  "de_lowest_ev": 2.211,
  "elements": ["C", "C", "N", "H", "H", "H"],
  "coordinates": [[-0.065, -0.776, -1.090], [0.058, 0.434, 0.689], [-0.219, -1.208, -2.131], [-0.980, 0.636, 0.859], [0.695, 1.228, 0.355], [0.511, -0.313, 1.318]],
  "nbo_charge": [0.36, -0.53, -0.38, 0.18, 0.18, 0.18]
}

{
  "formula": "C2H3N2O",
  "method": "wB97M-V/def2-TZVPD",
  "s2": 2.033,
  "charge": 1,
  "multiplicity": 3,
  "e_homo_ev": [-15.4105, -16.8996],
  "homo_lumo_gap_ev": [9.17, 7.21],
  "de_lowest_ev": 1.643,
  "elements": ["C", "C", "N", "N", "O", "H", "H", "H"],
  "coordinates": [[0.050, -0.134, 1.087], [-0.668, -0.002, -0.214], [1.258, 0.012, 0.837], [0.008, 0.298, -1.243], [1.837, 0.277, -0.145], [-0.369, -0.140, 1.989], [-1.693, -0.332, -0.098], [-0.423, 0.021, -2.213]],
  "nbo_charge": [0.15, 0.03, 0.17, -0.38, 0.10, 0.25, 0.24, 0.43]
}

{
  "formula": "C2H3N2O2",
  "method": "wB97M-V/def2-TZVPD",
  "charge": -1,
  "e_homo_ev": [-2.3697, -2.3699],
  "homo_lumo_gap_ev": [6.95, 6.95],
  "de_lowest_ev": 6.307,
  "elements": ["C", "C", "N", "N", "O", "O", "H", "H", "H"],
  "coordinates": [[-0.975, 0.460, -0.131], [-1.683, -0.243, 0.719], [0.282, 0.035, -0.949], [2.144, -0.224, 0.493], [1.957, -1.420, 0.440], [1.362, 0.542, -0.256], [-0.862, 1.538, -0.487], [-2.642, 0.283, 1.139], [0.418, -0.972, -0.966]],
  "nbo_charge": [-0.27, -0.63, -0.40, 0.32, -0.40, -0.21, 0.11, 0.13, 0.34]
}

In the order shown, the computed total energy values come out to -655.727990, -321.262764, -342.829338, -259.768000, -503.518519, -132.486776, -262.246746, -337.777615 Ha.
In the order shown, the computed maximum force values come out to 3.34, 8.69, 3.56, 3.82, 2.12, 3.98, 6.90, 2.98 eV Å⁻¹.